Computed, not measured: a 2-piece molecular cluster, C3H8INS2 overall, with wB97M-V/def2-TZVPD.

strongest force on any atom	4.94	eV Å⁻¹
gap between HOMO and LUMO (alpha / beta)	6.0 / 7.3	eV
multiplicity	1
charge	0
relative energy (zero: lowest compared OMol25 entry of this formula, charge and spin)	74.36	kcal/mol

```
15
Properties=species:S:1:pos:R:3:forces:R:3:mulliken_charge:R:1
C 0.50058 2.36841 -0.74729 1.0 -4.6 -1.5 -0.81
C 0.02960 -2.33890 0.53584 1.4 -0.4 -2.3 -0.85
C -0.06246 0.17853 0.92366 -0.9 1.0 -0.4 -0.26
N -2.07004 0.21692 -0.41761 1.8 0.9 -0.1 -0.55
S -0.02224 1.93468 0.91645 0.0 -1.3 0.5 0.09
S 0.87993 -0.81870 -0.13969 -1.4 -0.4 1.1 0.06
I -3.67473 0.17134 0.71273 -1.0 -0.2 0.6 -0.01
H 1.58752 2.14754 -0.93481 -0.8 0.7 0.6 0.29
H 0.23750 3.35807 -0.90646 -0.5 1.8 -0.5 0.38
H 0.01974 1.60289 -1.49825 0.2 1.8 1.4 0.24
H -0.99300 -2.59725 0.16216 1.0 0.7 0.1 0.26
H 0.06462 -2.20348 1.57916 -0.1 -0.2 1.2 0.34
H 0.81044 -3.06192 0.22664 -0.9 -0.3 0.4 0.33
H -0.38350 -0.32159 1.90117 0.3 1.1 -1.5 0.28
H -2.23500 -0.33594 -1.25974 0.0 -0.6 0.3 0.22
```
Forces are in eV/Å.

---

Computed, not measured: C3H8KO3S as an isolated structure, with wB97M-V/def2-TZVPD.

strongest force on any atom	3.24	eV Å⁻¹
gap between HOMO and LUMO	9.1	eV
multiplicity	1
charge	+1
relative energy (zero: lowest compared OMol25 entry of this formula, charge and spin)	30.79	kcal/mol

```
16
Properties=species:S:1:pos:R:3:forces:R:3:mulliken_charge:R:1
K -30.84984 -5.51633 -13.09854 0.0 -0.1 0.0 1.00
O -30.72822 -10.36875 -12.14531 0.0 -0.7 1.2 -0.63
S -30.64821 -11.59905 -11.37016 -0.2 0.2 -0.2 1.13
O -29.64528 -11.75119 -10.31846 -2.1 0.3 -1.0 -0.58
O -32.26779 -11.84166 -10.87757 2.6 0.3 -0.9 -0.31
C -32.52375 -13.05755 -10.11937 2.1 -0.1 -0.8 -0.02
C -33.73820 -12.88520 -9.36518 -2.3 1.1 2.0 -1.34
C -30.34687 -12.86010 -12.61802 -1.3 0.4 0.5 -0.88
H -31.65083 -13.14209 -9.47212 -0.1 -0.6 0.1 0.38
H -32.60540 -13.90963 -10.79420 0.2 0.0 -0.2 0.25
H -33.58825 -12.28557 -8.46736 0.3 0.1 0.1 0.32
H -34.19250 -13.79276 -8.96762 0.2 -0.3 -0.5 0.37
H -34.49989 -12.31180 -9.89351 -0.1 -0.3 -0.4 0.32
H -29.32276 -12.72564 -12.96621 -0.2 -0.2 0.1 0.35
H -31.09567 -12.58386 -13.36038 0.3 -0.1 -0.3 0.33
H -30.61439 -13.85166 -12.25287 0.5 0.0 0.1 0.32
```
Forces are in eV/Å.

---

Computed, not measured: an isolated ion of composition C3H8N and charge +1, with wB97M-V/def2-TZVPD.

strongest force on any atom	5.13	eV Å⁻¹
gap between HOMO and LUMO	11.6	eV
multiplicity	1
charge	+1
relative energy (zero: lowest compared OMol25 entry of this formula, charge and spin)	32.13	kcal/mol

```
12
Properties=species:S:1:pos:R:3:forces:R:3:mulliken_charge:R:1
C -1.11959 -1.61314 0.08485 -0.4 2.4 1.4 -1.06
C -0.07824 -0.50376 -0.27204 0.6 -4.9 -1.5 -0.29
C 0.03965 0.59184 0.40482 2.1 2.4 -1.4 0.05
N 1.10793 1.60052 -0.09896 0.8 -2.7 -0.4 -0.40
H -0.76820 -2.19797 0.98225 -0.1 0.0 -1.5 0.31
H -2.04820 -1.10070 0.47886 0.9 -0.5 -0.5 0.30
H -1.40728 -2.07707 -0.85146 0.2 -0.8 0.4 0.36
H 0.71346 -1.01205 -1.11852 -2.1 2.4 2.2 0.20
H -0.38683 1.10832 1.19947 -1.6 -0.2 1.4 0.43
H 1.25572 1.18643 -1.04686 0.9 0.5 0.8 0.36
H 0.72923 2.51843 -0.32301 0.3 0.4 0.9 0.36
H 1.96235 1.49914 0.56059 -1.5 1.0 -1.7 0.39
```
Forces are in eV/Å.

---

Computed, not measured: an isolated ion of composition C3H8N and charge +1, with wB97M-V/def2-TZVPD.

strongest force on any atom	6.48	eV Å⁻¹
gap between HOMO and LUMO	11.9	eV
multiplicity	1
charge	+1
relative energy (zero: lowest compared OMol25 entry of this formula, charge and spin)	25.38	kcal/mol

```
12
Properties=species:S:1:pos:R:3:forces:R:3:mulliken_charge:R:1
N 0.79856 -0.23770 1.11663 2.1 -0.2 -0.5 -0.32
C -0.02130 0.55832 0.17832 -1.3 2.1 1.1 -0.07
C -0.06520 0.38373 -1.29305 1.5 -5.8 2.5 -0.56
C -1.15736 -0.29470 -0.45386 1.3 0.7 0.6 -0.52
H 1.78991 0.04489 1.33828 -1.1 0.3 -0.6 0.37
H 0.90242 -1.12830 0.65625 0.1 -0.9 0.3 0.35
H 0.35252 -0.34429 2.01955 -0.5 -0.2 0.2 0.35
H -0.11226 1.58888 0.66101 -0.5 -1.5 -1.1 0.37
H 0.53864 -0.39156 -1.77561 0.4 0.6 0.2 0.22
H -0.27652 1.14140 -1.88741 -1.1 3.6 -2.3 0.32
H -2.10958 0.21044 -0.57967 -0.2 -0.7 0.6 0.28
H -1.01592 -1.41422 -0.18878 -0.8 2.0 -0.9 0.23
```
Forces are in eV/Å.

---

Computed, not measured: an isolated ion of composition C3H8N and charge +1, with wB97M-V/def2-TZVPD.

strongest force on any atom	1.86	eV Å⁻¹
gap between HOMO and LUMO (alpha / beta)	9.4 / 9.4	eV
multiplicity	1
charge	+1
relative energy (zero: lowest compared OMol25 entry of this formula, charge and spin)	90.06	kcal/mol

```
12
Properties=species:S:1:pos:R:3:forces:R:3:mulliken_charge:R:1
C -1.25028 0.85474 0.05290 1.7 0.2 0.1 -0.50
C 1.37992 0.63141 0.09378 -1.8 0.4 0.0 -0.49
C -0.10816 -1.30109 0.00653 -0.1 -1.0 0.2 -0.97
N 0.01421 0.12712 -0.36483 0.1 0.5 -0.2 0.01
H -1.68409 0.57562 0.99704 0.1 -0.3 0.1 0.36
H -1.36097 1.86792 -0.29439 0.1 0.0 -0.3 0.36
H 1.87974 1.31827 -0.56631 0.0 0.0 -0.3 0.35
H 1.50657 0.72059 1.15917 -0.1 -0.2 0.2 0.34
H -0.04189 -1.40165 1.08850 0.0 0.2 0.0 0.42
H -1.06991 -1.68672 -0.33596 0.1 0.1 0.0 0.40
H 0.69505 -1.88374 -0.44289 0.0 0.2 -0.1 0.37
H 0.03980 0.17754 -1.39354 -0.1 0.0 0.3 0.36
```
Forces are in eV/Å.

---

Computed, not measured: an isolated molecule of C3H8N2, with wB97M-V/def2-TZVPD.

strongest force on any atom	6.96	eV Å⁻¹
gap between HOMO and LUMO	9.5	eV
multiplicity	1
charge	0
relative energy (zero: lowest compared OMol25 entry of this formula, charge and spin)	103.19	kcal/mol

```
13
Properties=species:S:1:pos:R:3:forces:R:3:mulliken_charge:R:1
C 0.80452 0.59417 -1.63237 1.1 1.5 -2.4 -0.74
N 0.13397 0.86433 -0.41998 0.9 1.0 0.8 -0.30
N -0.78188 -0.14587 -0.13255 0.3 -0.2 2.5 -0.25
C -0.50985 -1.07499 1.06298 4.0 5.4 1.7 -0.41
C -1.35687 0.11925 1.20747 -3.6 -2.0 -2.6 -0.35
H 1.82054 1.12590 -1.54685 -1.4 -1.0 -0.7 0.30
H 0.88866 -0.45679 -1.86342 0.6 -0.6 0.3 0.29
H 0.23910 0.96644 -2.57184 0.8 0.0 1.5 0.19
H 0.83767 1.06712 0.32539 -1.0 -0.6 -0.5 0.28
H 0.40310 -1.05102 1.76782 -0.9 0.0 -1.9 0.19
H -0.88489 -1.95081 0.86877 -2.2 -4.7 -0.5 0.28
H -2.44406 -0.12038 1.08934 0.8 0.7 0.8 0.20
H -1.13820 1.06456 1.62711 0.6 0.5 0.7 0.32
```
Forces are in eV/Å.